{"formula": "C3H20NO6S2", "method": "the ωB97M-V functional and the def2-TZVPD basis", "relative_energy_kj_mol": 118.4, "gap_ev": 8.83, "lumo_ev": -2.934, "charge": 1, "homo_energy_ha": -0.43225, "multiplicity": 1, "elements": ["N", "C", "C", "O", "C", "S", "S", "H", "H", "H", "H", "H", "H", "H", "H", "H", "H", "H", "H", "O", "H", "H", "O", "H", "H", "O", "H", "H", "O", "H", "H", "O"], "positions_angstrom": [[0.616, 0.537, 0.367], [-0.723, -0.147, 0.554], [-1.637, 0.619, 1.424], [-1.088, 1.645, 2.226], [-0.230, -1.544, 0.925], [-1.306, -2.739, 0.080], [-1.592, -4.429, 1.136], [0.683, 1.053, -0.508], [1.427, -0.075, 0.368], [0.591, 1.305, 1.173], [-1.208, -0.052, -0.447], [-2.147, -0.110, 2.006], [-2.479, 1.291, 0.867], [-0.684, 1.208, 2.970], [0.760, -1.776, 0.508], [-0.145, -1.619, 2.020], [-2.553, -4.011, 1.978], [-4.897, 1.929, -0.064], [-4.980, 0.732, -1.233], [-4.479, 1.363, -0.661], [3.430, 1.906, -0.445], [2.347, 2.931, -0.812], [2.473, 2.130, -0.296], [0.520, 2.064, -2.136], [-0.597, 2.577, -1.398], [-0.425, 1.841, -1.912], [3.379, -1.859, -2.851], [1.937, -1.421, -3.088], [2.712, -1.195, -2.541], [3.548, -1.627, -0.865], [3.639, -1.155, 0.721], [3.104, -1.373, -0.064]]}



{"formula": "C6H11NO5P", "method": "the ωB97M-V functional and the def2-TZVPD basis", "relative_energy_kj_mol": 0.0, "gap_ev": 1.67, "lumo_ev": 6.847, "charge": -3, "homo_energy_ha": 0.19011, "multiplicity": 1, "elements": ["C", "C", "C", "N", "C", "C", "O", "C", "H", "H", "H", "H", "H", "H", "H", "H", "H", "H", "H", "O", "P", "O", "O", "O"], "positions_angstrom": [[0.825, -3.554, 0.175], [1.316, -2.760, -0.622], [2.209, -1.581, -1.167], [1.622, -0.232, -0.961], [1.139, 0.005, 0.438], [-0.456, 0.203, 0.540], [-1.202, -0.950, 0.069], [-1.473, -0.890, -1.330], [0.364, -4.260, 0.909], [3.295, -1.675, -0.817], [2.253, -1.741, -2.300], [2.426, 0.409, -1.066], [1.519, -0.735, 1.206], [1.557, 1.023, 0.752], [-0.720, 0.477, 1.614], [-0.708, 1.120, -0.082], [-2.556, -0.692, -1.594], [-1.190, -1.874, -1.843], [-0.848, -0.092, -1.854], [-1.835, 5.054, 1.910], [-1.886, 3.531, 1.610], [-0.512, 2.882, 1.964], [-2.183, 3.304, 0.100], [-3.002, 2.869, 2.464]]}